C19H24FeN3O2S2 | ωB97M-V/def2-TZVPD

Geometry (Å):
Fe: -0.3857 -0.9715 -0.5918
C: 0.6298 -1.2105 2.2683
N: -0.0723 -0.1498 1.5185
C: 0.8162 1.0301 1.4931
C: 0.3712 2.1045 0.5159
N: 0.6412 1.7304 -0.8627
C: -0.1003 2.5573 -1.7967
C: 2.0486 1.6911 -1.1771
C: 2.8201 2.8442 -1.0858
C: 4.1637 2.8455 -1.4120
C: 4.7431 1.6571 -1.8488
C: 3.9869 0.5110 -1.9417
C: 2.6204 0.4865 -1.6034
S: 1.7322 -1.0100 -1.7252
C: -1.3569 0.1907 2.1059
C: -1.4939 0.2742 3.4845
C: -2.7038 0.6147 4.0673
C: -3.7912 0.8819 3.2489
C: -3.6619 0.8009 1.8810
C: -2.4560 0.4518 1.2711
S: -2.3662 0.3498 -0.4756
H: 1.0560 -0.8171 3.2019
H: 1.4278 -1.6003 1.6378
H: -0.0521 -2.0295 2.4860
H: 1.8184 0.6853 1.2261
H: 0.8714 1.4492 2.5138
H: 0.8842 3.0452 0.7852
H: -0.7049 2.2784 0.6168
H: 0.1165 3.6326 -1.6778
H: -1.1674 2.3915 -1.6399
H: 0.1635 2.2697 -2.8124
H: 2.3470 3.7609 -0.7536
H: 4.7477 3.7530 -1.3333
H: 5.7940 1.6255 -2.1134
H: 4.4419 -0.4118 -2.2741
H: -0.6398 0.0637 4.1102
H: -2.7952 0.6653 5.1447
H: -4.7476 1.1460 3.6788
H: -4.5138 0.9962 1.2441
N: -1.1446 -1.9892 -2.5964
C: -1.8956 -3.2272 -2.4086
C: -1.0938 -4.2892 -1.6460
C: -0.8425 -3.9205 -0.1676
O: -1.1939 -4.6629 0.7362
O: -0.1782 -2.8390 -0.0390
H: -1.7626 -1.2624 -2.9485
H: -0.3742 -2.1147 -3.2463
H: -2.2156 -3.6624 -3.3714
H: -2.8063 -2.9668 -1.8594
H: -0.1226 -4.3951 -2.1364
H: -1.6030 -5.2546 -1.6909

The energy relative to the best compared isomer or geometry (same formula, charge and spin) is 6.5 kcal per mole. As for the spin multiplicity: 5. As for the total charge: -1. For the HOMO-LUMO gap (spin up / spin down), the calculation gives 7.09 / 6.93 eV.

Results of the natural (NBO) charge analysis, in e, for atoms 1 through 2: number 1, Fe, carries 1.34; number 2, C, carries -0.41

C27H16AgN3O8S2Se | ωB97M-V/def2-TZVPD

Geometry (Å):
Ag: 0.3232 0.3924 1.1566
S: -3.1609 3.9346 -2.3819
C: -4.4672 4.5989 -3.2745
C: -5.1912 3.6316 -3.8974
C: -4.6831 2.3329 -3.6572
C: -3.5738 2.3150 -2.8513
C: -2.7890 1.1721 -2.3980
C: -1.7036 1.3295 -1.5051
N: -0.9507 0.3522 -1.0848
C: -1.2169 -0.8985 -1.4961
C: -2.2890 -1.1837 -2.3650
C: -2.5477 -2.5414 -2.7429
C: -1.7800 -3.5507 -2.2801
C: -0.6732 -3.2965 -1.4062
C: 0.1442 -4.3138 -0.9095
C: 1.1835 -4.0090 -0.0493
C: 1.3777 -2.6438 0.2578
N: 0.6536 -1.6731 -0.2258
C: -0.3836 -1.9709 -1.0243
C: 2.0520 -5.0427 0.5033
C: 1.9827 -6.4016 0.3356
C: 3.0009 -7.1120 1.0147
C: 3.8426 -6.2906 1.6976
S: 3.3951 -4.6428 1.5263
C: -3.0655 -0.1151 -2.8196
H: -4.6295 5.6649 -3.2801
H: -6.0637 3.8301 -4.5045
H: -5.1328 1.4387 -4.0647
H: -1.4448 2.3113 -1.1152
H: -3.3916 -2.7423 -3.3943
H: -1.9963 -4.5794 -2.5478
H: -0.0469 -5.3400 -1.2010
H: 2.1690 -2.3383 0.9372
H: 1.2171 -6.8869 -0.2526
H: 3.0948 -8.1889 0.9957
H: 4.6949 -6.5582 2.3015
H: -3.8859 -0.3077 -3.5015
O: 2.6185 0.4118 1.1609
C: 3.0032 1.2489 1.9636
C: 2.6885 2.6639 1.9423
C: 3.3980 3.5150 2.7639
C: 3.1406 4.8816 2.7899
C: 2.0758 5.4082 2.0131
C: 1.3305 4.5920 1.2294
C: 1.6062 3.1765 1.1015
O: 0.9576 2.4635 0.3137
N: 3.9338 5.7417 3.5793
O: 4.8665 5.2725 4.2385
O: 3.6700 6.9484 3.6064
H: 3.6542 0.9282 2.8026
H: 4.1897 3.1271 3.3938
H: 1.8857 6.4701 2.0784
H: 0.5094 4.9803 0.6400
O: -2.4082 -1.0106 1.5020
Se: -1.5594 -0.5167 2.8009
O: -1.2557 1.1055 2.6622
O: -0.0585 -1.2303 2.7340
O: -2.3109 -0.8536 4.1880

The energy relative to the best compared isomer or geometry (same formula, charge and spin) is 13.4 kcal per mole. As for the total charge: -2. For the HOMO-LUMO gap, the calculation gives 5.09 eV.

Results of the natural (NBO) charge analysis, in e, for atoms 1 through 2: number 1, Ag, carries 0.91; number 2, S, carries 0.47

C3H5NO2S2 | ωB97M-V/def2-TZVPD

Geometry (Å):
C: 1.4814 1.3843 0.0346
C: 0.5811 0.8678 -0.8044
C: 0.0100 -2.0208 0.3016
N: -0.9511 -1.0448 0.4694
O: 1.0518 -1.8338 -0.2920
O: -1.2221 1.5129 0.9320
S: -2.4438 0.6322 -1.5084
S: -1.0683 0.6622 -0.1974
H: 2.4307 1.5266 -0.2550
H: 1.1077 1.9318 0.8341
H: 0.9068 0.3611 -1.6179
H: -0.1337 -2.8542 1.0940
H: -1.7504 -1.1254 1.0095

Its structure (SMILES) is C=C[S@@](=O)(=S)NC=O. The energy relative to the best compared isomer or geometry (same formula, charge and spin) is 78.7 kcal per mole. For the HOMO-LUMO gap, the calculation gives 9.60 eV.

Results of the natural (NBO) charge analysis, in e, for atoms 1 through 2: number 1, C, carries -0.26; number 2, C, carries -0.45

C27H32BrN9O2S5V | ωB97M-V/def2-TZVPD

Geometry (Å):
V: -0.9375 -0.9121 -1.8437
N: 1.4645 -3.3013 -2.7774
C: 0.7725 -3.7452 -3.9738
C: -0.7305 -3.6379 -3.8266
N: -1.2840 -2.2686 -3.6786
C: -2.7508 -2.3908 -3.8222
C: -3.4807 -1.1305 -3.4207
N: -3.1394 -0.8325 -2.0267
H: 2.4324 -3.5958 -2.7736
H: 1.0084 -3.6635 -1.9480
H: 0.9708 -4.7946 -4.2308
H: 1.1085 -3.1470 -4.8278
H: -1.0472 -4.2048 -2.9494
H: -1.1864 -4.1093 -4.7064
H: -0.9301 -1.7138 -4.4560
H: -3.0628 -3.2008 -3.1566
H: -3.0239 -2.6880 -4.8409
H: -4.5546 -1.2645 -3.5794
H: -3.1556 -0.2851 -4.0306
H: -3.5267 -1.5219 -1.3872
H: -3.5075 0.0700 -1.7370
C: 2.9320 0.4521 1.7612
C: 2.7126 0.1880 0.3000
C: 3.7268 0.3544 -0.6363
C: 3.4593 0.1728 -1.9788
C: 2.1756 -0.1965 -2.3434
Br: 1.8278 -0.3479 -4.2016
N: 1.1977 -0.4161 -1.4809
C: 1.4768 -0.2111 -0.1804
H: 3.9348 0.1571 2.0670
H: 2.2232 -0.0943 2.3823
H: 2.8086 1.5170 1.9706
H: 4.7224 0.6364 -0.3157
H: 4.2160 0.3153 -2.7354
H: 0.6508 -0.3815 0.5004
S: 3.4411 -3.1650 3.0371
C: 1.9263 -2.9529 2.3921
S: 1.5283 -3.5704 0.8157
C: -0.0429 -2.8191 0.8862
N: -0.2586 -2.2081 1.9942
N: 0.8308 -2.2908 2.8446
C: 0.6788 -1.5633 4.0690
C: 1.4703 -1.8225 5.1815
C: 1.2882 -1.0711 6.3346
C: 0.3304 -0.0721 6.3910
C: -0.4686 0.1626 5.2801
C: -0.3071 -0.5782 4.1217
S: -1.1345 -2.8820 -0.4700
H: 2.2168 -2.5978 5.1525
H: 1.9086 -1.2814 7.1964
H: 0.1983 0.5100 7.2936
H: -1.2327 0.9291 5.3058
H: -0.9467 -0.4028 3.2684
N: 0.7578 5.9594 3.0938
C: 0.1017 4.9231 2.4474
C: 0.5322 3.6016 2.6138
C: -0.1513 2.5643 2.0152
C: -1.2803 2.8249 1.2467
C: -1.7221 4.1292 1.0819
C: -1.0337 5.1726 1.6750
S: -2.1502 1.4850 0.5069
O: -3.4149 2.0090 0.0395
O: -2.1474 0.3899 1.4343
N: -1.2559 1.0095 -0.7524
C: -1.3132 1.6667 -1.9305
S: -1.8693 3.2679 -2.3046
C: -1.5058 2.9882 -3.9717
C: -1.0395 1.7342 -4.1430
N: -0.9321 0.9833 -2.9992
H: 1.7102 5.7802 3.3647
H: 0.6219 6.8789 2.7081
H: 1.3938 3.3938 3.2378
H: 0.1729 1.5435 2.1665
H: -2.6183 4.3175 0.5059
H: -1.3866 6.1900 1.5560
H: -1.6633 3.7502 -4.7153
H: -0.7370 1.3055 -5.0872

The energy relative to the best compared isomer or geometry (same formula, charge and spin) is 13.3 kcal per mole. As for the spin multiplicity: 2. For the HOMO-LUMO gap (spin up / spin down), the calculation gives 6.94 / 6.33 eV.

Results of the Mulliken charge analysis, in e, for atoms 1 through 2: number 1, V, carries 1.03; number 2, N, carries -0.22

C18H41FO10P | ωB97M-V/def2-TZVPD

Geometry (Å):
C: 0.7441 -4.6830 -0.2796
C: 2.0383 -4.4653 -1.2084
O: 2.3146 -5.5364 -2.1405
C: 1.1944 -5.8244 -3.0077
C: 0.4471 -4.6308 -3.7920
C: -1.0841 -4.9932 -4.2054
O: -1.3544 -6.0108 -4.8994
F: -2.1717 -4.1396 -3.7441
C: 1.9538 -6.6016 -4.2482
O: 2.5600 -7.7451 -3.5554
P: 1.3246 -8.3474 -2.4508
O: 0.3170 -6.8843 -2.5067
H: 0.6089 -3.7005 0.3313
H: -0.2333 -4.8399 -0.8505
H: 0.9620 -5.4963 0.5086
H: 2.9499 -4.4252 -0.4885
H: 1.9759 -3.4183 -1.6833
H: 0.9943 -4.4856 -4.8049
H: 0.4592 -3.6149 -3.2659
H: 1.0677 -6.9355 -4.9211
H: 2.6910 -5.8579 -4.7458
H: 2.1072 -9.5741 -2.2549
H: 0.7381 -8.9233 -3.6535
H: 0.3158 -8.8637 -1.5528
H: 1.9957 -7.9423 -1.2222
C: -3.1730 2.3839 1.2101
O: -2.9676 1.1919 1.9442
C: -3.0877 0.0290 1.1284
C: -2.3681 -1.1508 1.7735
O: -0.9528 -1.1206 1.5767
C: -0.2367 -0.1499 2.3426
C: -0.1210 -0.5180 3.8178
O: -1.3310 -0.2068 4.5040
C: -1.4833 -0.9632 5.6901
H: -4.1843 2.4116 0.7914
H: -3.0511 3.2290 1.8899
H: -2.4296 2.4729 0.4113
H: -2.6667 0.2142 0.1333
H: -4.1554 -0.2006 1.0341
H: -2.7079 -2.0652 1.2775
H: -2.6177 -1.2526 2.8311
H: -0.6513 0.8502 2.2002
H: 0.7731 -0.1373 1.9206
H: 0.6821 0.0663 4.2829
H: 0.1081 -1.5852 3.9103
H: -1.5166 -2.0328 5.4583
H: -2.4312 -0.6846 6.1541
H: -0.6688 -0.7529 6.3884
C: -0.7420 8.7807 -1.4116
O: 0.0584 7.6462 -1.1412
C: 1.4439 7.9694 -1.0645
C: 2.1964 6.9012 -0.2783
O: 2.0530 7.0407 1.1370
C: 0.7817 6.6688 1.6758
C: 0.5627 5.1601 1.7055
O: 0.1852 4.6881 0.4151
C: 0.4654 3.3106 0.2460
H: -0.4801 9.2181 -2.3805
H: -1.7854 8.4626 -1.4404
H: -0.6296 9.5259 -0.6169
H: 1.5837 8.9444 -0.5830
H: 1.8315 8.0114 -2.0890
H: 3.2658 7.0297 -0.4732
H: 1.9337 5.8934 -0.6045
H: -0.0312 7.1917 1.1679
H: 0.7910 7.0260 2.7102
H: -0.2528 4.9184 2.3975
H: 1.4804 4.6647 2.0411
H: 1.5395 3.1249 0.3499
H: 0.1648 3.0208 -0.7625
H: -0.0936 2.7130 0.9705

As for the total charge: -1. For the HOMO-LUMO gap, the calculation gives 5.54 eV.

Results of the Mulliken charge analysis, in e, for atoms 1 through 2: number 1, C, carries -0.44; number 2, C, carries -0.46

C10H11NO3 | ωB97M-V/def2-TZVPD

Geometry (Å):
C: 2.6403 -0.6690 1.6925
C: 3.1254 0.3560 0.9155
C: 1.3658 -1.1630 1.4476
C: 2.3703 0.9796 -0.1444
C: 0.4980 -0.4619 0.6155
C: 1.0523 0.5562 -0.1683
C: 0.3841 1.9480 -2.0713
C: -0.8392 -0.8049 0.1941
C: -1.3334 0.8778 -0.6637
C: -3.0063 -1.7629 0.7803
N: 0.1161 1.2322 -0.9606
O: -0.4482 2.4311 -2.8099
O: -2.2115 0.6504 -1.6438
O: -1.8367 -1.0984 1.1811
H: 3.3799 -1.2159 2.3966
H: 4.0427 0.8042 1.2397
H: 0.8741 -1.9336 2.0692
H: 2.7785 1.7797 -0.8070
H: 1.4921 1.9951 -2.1243
H: -0.8870 -1.4652 -0.6888
H: -1.6254 1.6253 0.0282
H: -3.7082 -1.0514 0.3038
H: -3.4816 -2.2687 1.5641
H: -2.7824 -2.5074 0.1138
H: -1.9596 1.1665 -2.4599

The energy relative to the best compared isomer or geometry (same formula, charge and spin) is 79.0 kcal per mole. For the HOMO-LUMO gap, the calculation gives 8.88 eV.

Results of the natural (NBO) charge analysis, in e, for atoms 1 through 2: number 1, C, carries -0.25; number 2, C, carries -0.17

Across the entries above, DFT total energy takes the values -84720.2181, -140121.5274, -30444.6949, -195932.6635, -51805.5460, -18178.4466 eV, respectively.